Density functional theory data (wB97M-V/def2-TZVPD) for a molecular structure, C46H52BiBr2ClN8O3S at a distorted geometry.

- charge = +2
- E_HOMO (eV) = -12.2
- energy relative to the best compared isomer or geometry (same formula, charge and spin) (kJ/mol) = 21.0

```
114
C46H52BiBr2ClN8O3S (wB97M-V/def2-TZVPD)
Bi 0.97966 1.36824 -1.26476
C 3.97726 1.79834 -2.59816
C 3.16246 2.17934 -3.83636
C 2.18276 1.16394 -4.34006
C 2.33276 0.57264 -5.59316
C 1.30126 -0.18106 -6.12796
C 0.10756 -0.26606 -5.42176
C 0.05676 0.28894 -4.15686
N 1.08756 0.92694 -3.61586
N 3.32096 2.08934 -1.31736
C 3.95196 1.34854 -0.22456
C 3.79096 -0.13936 -0.36336
C 4.58486 -1.01236 0.37064
C 4.46846 -2.37116 0.12854
C 3.56536 -2.80926 -0.82986
C 2.78036 -1.86406 -1.47026
N 2.89016 -0.56416 -1.23816
C 3.36016 3.52004 -1.02316
C 2.51586 3.87314 0.16274
C 2.90316 4.82394 1.09884
C 1.99976 5.20244 2.08064
C 0.73286 4.63594 2.08404
C 0.44556 3.66454 1.14164
N 1.32626 3.28574 0.23044
H 4.92456 2.34704 -2.62576
H 4.20246 0.73394 -2.63496
H 3.85866 2.40714 -4.64226
H 2.57916 3.07934 -3.63726
H 3.24486 0.71814 -6.15096
H 1.40466 -0.65556 -7.09296
H -0.75554 -0.75676 -5.84066
H -0.83524 0.23844 -3.55066
H 3.47516 1.65254 0.70964
H 5.01946 1.59504 -0.16686
H 5.28666 -0.63906 1.10004
H 5.09056 -3.07486 0.65864
H 3.49116 -3.85656 -1.07556
H 2.05426 -2.14006 -2.21906
H 2.93846 4.06454 -1.87396
H 4.39246 3.85324 -0.87666
H 3.88416 5.26854 1.04744
H 2.27596 5.93794 2.81984
H -0.01424 4.94104 2.79754
H -0.51804 3.18094 1.08864
Br 1.21406 5.79154 -3.91336
C -0.38684 5.08544 -3.20286
C -1.59654 5.75214 -3.36806
C -2.74924 5.23024 -2.82686
Br -4.38614 6.16724 -3.06316
C -2.72244 4.02264 -2.09426
C -3.83964 3.43774 -1.46746
C -3.69114 2.26604 -0.76416
C -2.42844 1.66754 -0.69876
N -1.37224 2.18604 -1.28186
C -1.47484 3.34624 -1.96056
C -0.28334 3.87744 -2.51996
O 0.86946 3.27844 -2.39546
H -1.62844 6.68024 -3.91926
H -4.80134 3.92384 -1.53876
H -4.53364 1.81574 -0.26486
H -2.27204 0.74734 -0.15256
C 2.53296 0.64124 3.75244
S 1.11726 1.18694 2.73254
C -0.11164 0.10624 3.54584
O 1.33326 0.60184 1.37344
H 2.42466 1.09444 4.73104
H 3.45296 0.98494 3.29224
H 2.54106 -0.43766 3.84644
H -0.07464 0.28494 4.61364
H 0.11716 -0.92876 3.31594
H -1.09764 0.35874 3.17264
C -4.52494 -3.40046 3.51714
C -4.55524 -2.88356 2.07024
C -5.54314 -3.74096 1.27504
C -5.08274 -1.43916 2.10314
C -3.11174 -2.91126 1.43594
O -2.26524 -2.00246 2.13034
C -2.52304 -4.33696 1.45984
C -1.03834 -4.49326 1.10494
C -0.06354 -3.94606 2.11104
C 1.01396 -3.17286 1.69584
C 1.99156 -2.76276 2.58544
C 1.88306 -3.10396 3.92474
Cl 3.11976 -2.63416 5.05334
C 0.80286 -3.85126 4.36944
C -0.14644 -4.28056 3.46054
C -3.22164 -2.39466 -0.01376
N -1.97764 -2.10666 -0.66556
C -1.01644 -1.23306 -0.35506
N -0.14364 -1.15396 -1.34366
C -0.62024 -2.03736 -2.24966
N -1.72614 -2.61866 -1.86996
H -5.50864 -3.27066 3.96034
H -3.81464 -2.85226 4.13544
H -4.29524 -4.46096 3.56484
H -6.50984 -3.71506 1.76934
H -5.22884 -4.77816 1.22264
H -5.68444 -3.36576 0.26604
H -5.92104 -1.37226 2.79014
H -5.44634 -1.12346 1.12844
H -4.31164 -0.74896 2.43864
H -2.20174 -2.31466 3.04134
H -3.09204 -4.94596 0.76074
H -2.66464 -4.75326 2.45434
H -0.82264 -4.07736 0.12254
H -0.85204 -5.56976 1.03504
H 1.11436 -2.90376 0.65464
H 2.83696 -2.19626 2.22664
H 0.72926 -4.11786 5.41244
H -0.94674 -4.91196 3.81354
H -3.81154 -1.47556 -0.02146
H -3.71754 -3.13866 -0.63536
H -0.93264 -0.73996 0.58864
H -0.14594 -2.26176 -3.18196
```